1.
{"formula": "C13H16Cl2CsN3O", "method": "ωB97M-V with the def2-TZVPD basis set", "elements": ["Cs", "N", "C", "C", "C", "C", "N", "H", "H", "H", "H", "H", "H", "H", "H", "H", "H", "H", "H", "Cl", "C", "C", "C", "Cl", "C", "C", "C", "C", "N", "C", "C", "O", "H", "H", "H", "H"], "positions_angstrom": [[-0.018, -0.084, -0.137], [-2.201, 0.583, 2.439], [-1.995, 1.782, 3.267], [-0.647, 2.421, 2.947], [-0.674, 3.185, 1.628], [0.694, 3.686, 1.179], [1.590, 2.562, 0.880], [-3.177, 0.312, 2.464], [-1.686, -0.190, 2.850], [-2.067, 1.566, 4.338], [-2.793, 2.492, 3.033], [0.103, 1.623, 2.913], [-0.362, 3.094, 3.761], [-1.341, 4.046, 1.738], [-1.090, 2.545, 0.845], [1.099, 4.366, 1.939], [0.575, 4.263, 0.261], [1.952, 2.149, 1.732], [2.400, 2.877, 0.360], [3.555, -3.323, 2.457], [3.799, -2.944, 0.775], [4.891, -3.514, 0.121], [5.130, -3.251, -1.198], [6.509, -3.985, -1.981], [4.272, -2.396, -1.921], [4.452, -2.072, -3.286], [3.575, -1.236, -3.911], [2.501, -0.718, -3.166], [2.292, -0.990, -1.901], [3.159, -1.821, -1.254], [2.879, -2.083, 0.155], [1.883, -1.568, 0.754], [5.550, -4.171, 0.674], [5.294, -2.499, -3.814], [3.692, -0.974, -4.953], [1.779, -0.052, -3.633]], "mulliken_charge": [1.11, -0.48, -0.93, -0.24, -0.27, -0.82, -0.45, 0.21, 0.23, 0.36, 0.37, 0.20, 0.29, 0.33, 0.08, 0.33, 0.37, 0.19, 0.21, -0.24, 0.54, -0.68, 0.61, -0.28, 0.36, -0.73, -0.58, -0.40, -0.28, -0.28, 0.17, -0.91, 0.44, 0.39, 0.38, 0.38], "homo_ev": -6.497, "spin_multiplicity": 1, "energy_ha": -1685.04868, "gap_ev": 6.31, "de_lowest_kcal_mol": 0.0, "lumo_energy_ev": -0.19}


2.
{"formula": "C13H16ClN3S", "method": "ωB97M-V with the def2-TZVPD basis set", "elements": ["C", "C", "C", "C", "C", "N", "C", "N", "C", "S", "C", "N", "C", "C", "H", "H", "C", "H", "H", "C", "H", "H", "H", "H", "H", "H", "Cl", "C", "H", "H", "H", "H", "H", "H"], "positions_angstrom": [[0.283, 3.011, 3.631], [0.404, 2.070, 2.486], [0.262, 0.718, 2.533], [0.446, 0.119, 1.248], [0.421, -1.182, 0.736], [0.637, -1.454, -0.528], [0.890, -0.454, -1.376], [0.946, 0.820, -1.026], [0.731, 1.087, 0.246], [0.765, 2.688, 0.891], [0.982, -0.788, -2.835], [-0.334, -0.812, -3.452], [-1.191, -1.915, -3.011], [-2.590, -1.322, -2.831], [-3.138, -1.350, -3.774], [-3.166, -1.853, -2.075], [-2.292, 0.125, -2.452], [-3.132, 0.796, -2.624], [-2.004, 0.190, -1.400], [-1.093, 0.433, -3.349], [-1.438, 0.701, -4.354], [-0.474, 1.243, -2.964], [-1.172, -2.705, -3.767], [-0.832, -2.335, -2.065], [1.583, -0.031, -3.343], [1.435, -1.772, -2.965], [0.102, -2.567, 1.712], [-0.048, 0.006, 3.810], [0.756, 0.164, 4.529], [-0.166, -1.058, 3.647], [-0.965, 0.401, 4.245], [1.013, 2.766, 4.403], [0.448, 4.033, 3.303], [-0.709, 2.940, 4.078]], "mulliken_charge": [-1.19, 0.89, 0.10, 0.24, 0.59, -0.50, 0.72, -0.47, -0.04, -0.33, -1.24, -0.05, -0.49, -0.68, 0.31, 0.34, -0.39, 0.43, 0.14, -0.78, 0.34, 0.36, 0.31, 0.27, 0.42, 0.44, -0.23, -1.57, 0.32, 0.39, 0.32, 0.29, 0.41, 0.30], "homo_ev": -8.024, "spin_multiplicity": 1, "energy_ha": -1527.63489, "smiles": "Cc1sc2nc(CN3CCCC3)nc(Cl)c2c1C", "gap_ev": 8.46, "de_lowest_kcal_mol": 3.5, "lumo_energy_ev": 0.43}


3.
{"formula": "C13H16ClNO7", "method": "ωB97M-V with the def2-TZVPD basis set", "elements": ["N", "C", "C", "C", "Cl", "C", "O", "O", "C", "O", "H", "H", "H", "H", "O", "C", "O", "C", "C", "C", "H", "H", "H", "H", "H", "H", "O", "C", "O", "C", "C", "C", "H", "H", "H", "H", "H", "H"], "positions_angstrom": [[-1.710, -4.423, -4.153], [-0.839, -4.508, -2.962], [-1.366, -3.745, -1.759], [-1.117, -2.464, -1.458], [-0.166, -1.332, -2.343], [-1.858, -2.251, -0.124], [-1.590, -1.318, 0.532], [-2.729, -3.263, 0.130], [-2.240, -4.330, -0.661], [-2.480, -5.429, -0.419], [-1.655, -5.331, -4.606], [-2.674, -4.214, -3.910], [0.143, -4.064, -3.215], [-0.696, -5.566, -2.660], [0.597, 1.349, -2.382], [0.032, 2.103, -1.639], [0.044, 3.449, -1.797], [-0.626, 4.077, -0.689], [-1.533, 3.001, -0.119], [-0.744, 1.729, -0.398], [0.120, 4.414, 0.022], [-1.191, 4.940, -1.044], [-1.771, 3.153, 0.933], [-2.473, 2.976, -0.676], [-0.044, 1.501, 0.398], [-1.395, 0.881, -0.587], [1.047, 3.203, 1.537], [1.706, 2.376, 2.104], [2.201, 1.274, 1.493], [2.846, 0.429, 2.460], [3.196, 1.346, 3.618], [2.066, 2.365, 3.573], [2.150, -0.361, 2.750], [3.728, -0.026, 2.013], [3.283, 0.824, 4.569], [4.147, 1.846, 3.420], [1.197, 2.037, 4.147], [2.391, 3.349, 3.901]], "mulliken_charge": [-0.52, -0.65, -0.07, 0.84, -0.13, 0.45, -0.42, -0.30, 0.24, -0.43, 0.25, 0.24, 0.24, 0.31, -0.61, 0.58, -0.41, -0.31, -0.69, 0.28, 0.15, 0.40, 0.28, 0.36, -0.17, 0.10, -0.54, 0.52, -0.33, -0.44, -0.51, -0.47, 0.27, 0.30, 0.33, 0.27, 0.27, 0.31], "homo_ev": -9.619, "spin_multiplicity": 1, "energy_ha": -1546.60529, "smiles": "NCC1=C(Cl)C(=O)OC1=O.O=C1CCCO1.O=C1CCCO1", "gap_ev": 9.16, "lumo_energy_ev": -0.46}


4.
{"formula": "C13H16CrIN3S2SeSi", "method": "ωB97M-V with the def2-TZVPD basis set", "elements": ["Cr", "S", "C", "C", "N", "C", "S", "C", "N", "I", "C", "Si", "C", "C", "Se", "H", "H", "H", "H", "H", "H", "H", "H", "H", "C", "C", "C", "C", "N", "C", "C", "H", "H", "H", "H", "H", "H", "H"], "positions_angstrom": [[0.024, 0.671, -1.464], [2.161, 1.314, -1.807], [2.074, 3.031, -1.529], [3.307, 3.744, -1.301], [4.306, 4.289, -1.131], [0.889, 3.688, -1.589], [-0.596, 2.883, -1.960], [0.837, 5.120, -1.389], [0.775, 6.255, -1.216], [-1.558, -0.162, -3.351], [0.310, -4.807, -0.403], [-0.400, -3.397, -1.402], [0.126, -3.589, -3.177], [-2.255, -3.459, -1.256], [0.460, -1.538, -0.468], [-0.022, -5.769, -0.806], [-0.013, -4.737, 0.639], [1.402, -4.781, -0.421], [-0.006, -4.622, -3.519], [1.178, -3.318, -3.287], [-0.461, -2.929, -3.818], [-2.648, -4.442, -1.540], [-2.707, -2.701, -1.893], [-2.547, -3.253, -0.223], [-0.591, 1.874, 4.712], [-0.403, 1.672, 3.235], [-1.474, 1.703, 2.352], [-1.252, 1.519, 1.003], [-0.037, 1.295, 0.495], [1.002, 1.269, 1.335], [0.857, 1.459, 2.696], [-1.646, 1.862, 4.983], [-0.172, 2.832, 5.022], [-0.079, 1.093, 5.276], [-2.483, 1.870, 2.706], [-2.062, 1.551, 0.286], [1.967, 1.086, 0.883], [1.736, 1.426, 3.327]], "lowdin_spin": [1.08, -0.04, 0.00, 0.00, 0.00, -0.01, -0.03, 0.00, 0.00, 0.00, 0.00, 0.00, 0.00, 0.00, -0.01, 0.00, 0.00, 0.00, 0.00, 0.00, 0.00, 0.00, 0.00, 0.00, 0.00, 0.00, 0.00, 0.00, -0.01, 0.00, 0.00, 0.00, 0.00, 0.00, 0.00, 0.00, 0.00, 0.00], "homo_ev": [-4.846, -4.915], "spin_multiplicity": 2, "energy_ha": -5498.89654, "gap_ev": [6.69, 7.14], "de_lowest_kcal_mol": 0.0, "charge": -1, "lumo_energy_ev": [1.84, 2.23]}


5.
{"formula": "C13H16I2N3OTi", "method": "ωB97M-V with the def2-TZVPD basis set", "elements": ["C", "I", "H", "H", "H", "C", "C", "N", "H", "I", "N", "H", "Ti", "C", "O", "C", "C", "H", "H", "H", "C", "H", "H", "H", "N", "C", "C", "C", "C", "C", "C", "H", "H", "H", "H", "H"], "positions_angstrom": [[-1.082, 3.760, -0.973], [-3.482, -0.632, -1.405], [-1.756, 3.896, -1.861], [-0.101, 4.166, -1.213], [-1.403, 4.348, -0.094], [3.109, 1.159, -0.772], [0.822, 1.255, -0.993], [1.894, 0.849, -0.187], [3.486, 2.191, -2.669], [0.060, -1.153, -2.936], [1.457, 1.815, -2.064], [4.049, 0.931, -0.292], [-1.063, -0.045, -0.862], [-1.017, 2.301, -0.726], [-1.685, 1.646, 0.135], [2.824, 1.771, -1.944], [0.813, 2.292, -3.254], [0.503, 1.462, -3.888], [1.533, 2.900, -3.799], [-0.055, 2.890, -3.008], [1.851, 0.101, 1.055], [2.674, 0.427, 1.723], [1.954, -0.989, 0.868], [0.883, 0.265, 1.551], [-0.739, -1.158, 0.522], [-1.030, -2.058, 1.468], [-2.405, -2.347, 1.828], [-2.718, -3.507, 2.523], [-1.666, -4.291, 3.048], [-0.324, -3.898, 2.914], [-0.011, -2.775, 2.165], [-3.195, -1.682, 1.447], [-3.774, -3.795, 2.661], [-1.912, -5.179, 3.625], [0.485, -4.481, 3.371], [1.019, -2.438, 2.037]], "lowdin_spin": [0.03, 0.01, 0.02, 0.00, 0.00, 0.01, 0.07, 0.06, 0.00, 0.03, 0.05, 0.00, 0.37, 0.16, 0.20, 0.01, 0.01, 0.00, 0.00, 0.01, 0.00, 0.00, 0.00, 0.00, -0.02, 0.00, 0.00, 0.00, 0.00, 0.00, 0.00, 0.00, 0.00, 0.00, 0.00, 0.00], "homo_ev": [1.747, 0.953], "spin_multiplicity": 2, "energy_ha": -2189.29715, "gap_ev": [3.07, 3.82], "charge": -2, "lumo_energy_ev": [4.82, 4.78]}


6.
{"formula": "C13H16N2O2", "method": "ωB97M-V with the def2-TZVPD basis set", "elements": ["O", "O", "C", "C", "C", "C", "C", "C", "N", "N", "C", "C", "C", "C", "C", "C", "C", "H", "H", "H", "H", "H", "H", "H", "H", "H", "H", "H", "H", "H", "H", "H", "H"], "positions_angstrom": [[2.277, -5.080, -0.919], [4.154, -3.264, -2.223], [2.150, -3.862, -0.975], [3.153, -2.920, -1.626], [0.859, -3.289, -0.532], [2.860, -1.465, -1.575], [0.582, -1.946, -0.649], [1.574, -1.062, -1.162], [-0.549, -1.213, -0.253], [-0.411, 1.075, 0.595], [-1.830, -1.914, -0.024], [-1.545, 1.005, 1.527], [0.925, 1.006, 1.181], [1.106, 0.996, -2.555], [1.768, 1.153, -0.075], [1.036, 0.361, -1.138], [-0.392, 0.236, -0.634], [0.096, -3.933, -0.096], [3.565, -0.744, -1.992], [-1.939, -2.811, -0.645], [-2.687, -1.261, -0.248], [-1.875, -2.257, 1.016], [-1.581, 1.877, 2.210], [-1.444, 0.093, 2.109], [-2.526, 1.017, 0.986], [1.145, 1.764, 1.940], [1.116, 0.018, 1.623], [0.553, 0.341, -3.249], [2.129, 1.154, -2.883], [0.629, 1.970, -2.568], [1.800, 2.235, -0.308], [2.769, 0.825, 0.133], [-1.169, 0.555, -1.344]], "mulliken_charge": [-0.58, -0.55, 0.10, 0.11, -0.68, -0.33, -0.09, 0.15, 0.33, 0.02, -1.33, -0.99, -0.66, -1.80, -0.90, 1.66, -0.71, 0.44, 0.45, 0.47, 0.37, 0.37, 0.32, 0.36, 0.27, 0.44, 0.27, 0.41, 0.37, 0.52, 0.42, 0.35, 0.40], "homo_ev": -8.437, "spin_multiplicity": 1, "energy_ha": -764.91160, "smiles": "CN1CC[C@@]2(C)C3=CC(=O)C(=O)C=C3N(C)[C@@H]12", "gap_ev": 7.22, "de_lowest_kcal_mol": 65.9, "lumo_energy_ev": -1.22}